1.
2 unconnected molecules or ions with the total composition C4H10N3O at a distorted geometry, computed with ωB97M-V with the def2-TZVPD basis set.

The geometry in XYZ format:
```
18
Properties=species:S:1:pos:R:3
C -0.7255 -0.9234 -0.9954
C 3.7987 0.1804 0.8568
C 0.2330 -1.5184 -1.8742
C -2.8826 1.4105 0.7058
N -1.5929 -0.4278 -0.3767
N 2.7477 -0.3849 0.4152
N -2.5204 0.0246 0.4234
O 1.4962 0.0194 0.7656
H 3.5092 1.0686 1.4964
H 4.7402 -0.2360 0.4703
H -0.2189 -2.3448 -2.2941
H 1.1544 -1.6190 -1.3342
H 0.4377 -0.8355 -2.8150
H -3.9618 1.6755 0.7431
H -2.5307 1.7150 1.8100
H -2.2830 1.9531 -0.0447
H -3.0951 -0.6513 0.8935
H 1.6938 0.8941 1.1542
```

The HOMO energy is -13.548 eV. As for the HOMO-LUMO gap: 10.053 eV. The energy above the lowest of the compared OMol25 structures with the same formula, charge and spin comes out at 526.0 kJ/mol. As for the total charge: +1. Its energy is -397.47894 Ha.

---

2.
A single CH3I2NS2 molecule at a distorted geometry, computed with ωB97M-V with the def2-TZVPD basis set.

The geometry in XYZ format:
```
9
Properties=species:S:1:pos:R:3
C -0.9691 -0.0160 0.2575
N -0.2412 -0.2386 -0.8366
S 0.8747 1.5068 -1.3555
I 1.2569 2.6507 0.6468
S 0.5937 -1.5934 -1.1917
I 2.0342 -2.2850 0.6145
H -1.3813 1.0012 0.4052
H -1.7120 -0.8386 0.2873
H -0.4558 -0.1871 1.1726
```

The HOMO energy is -8.669 eV. As for the HOMO-LUMO gap: 7.604 eV. As for the SMILES: CN(SI)SI. The energy above the lowest of the compared OMol25 structures with the same formula, charge and spin comes out at 105.6 kJ/mol. As for the total charge: 0. Its energy is -1486.35634 Ha.